{"formula": "C28H46B2BrCoF2O2Si", "method": "ωB97M-V/def2-TZVPD", "gap_ev": [8.01, 6.94], "charge": 0, "spin_multiplicity": 5, "lumo_energy_ev": [0.53, -0.93], "de_lowest_kj_mol": 0.0, "e_homo_ev": [-7.48, -7.86], "fmax_ha_per_bohr": 0.0121, "species": ["Co", "C", "C", "C", "C", "C", "C", "C", "C", "C", "C", "H", "H", "H", "H", "H", "H", "H", "C", "C", "C", "C", "Si", "Br", "C", "C", "C", "C", "C", "C", "C", "C", "H", "H", "H", "H", "H", "H", "H", "H", "H", "H", "H", "H", "H", "H", "H", "H", "H", "H", "H", "H", "H", "H", "H", "H", "H", "H", "H", "C", "C", "C", "O", "B", "O", "C", "C", "C", "H", "H", "H", "H", "H", "H", "H", "H", "H", "H", "H", "H", "F", "B", "F"], "positions_angstrom": [[-2.12361, -0.99265, -0.41525], [-4.99520, 1.38122, 3.65654], [-5.04015, 1.30855, 2.24299], [-4.17457, 0.49313, 1.57346], [-3.22419, -0.30978, 2.26196], [-2.32622, -1.17286, 1.56106], [-1.50831, -1.99336, 2.29526], [-1.49057, -1.95334, 3.71374], [-2.30427, -1.08962, 4.38718], [-3.20299, -0.25072, 3.67757], [-4.09878, 0.62132, 4.35149], [-5.68097, 2.03334, 4.18364], [-5.77028, 1.89663, 1.69706], [-4.21541, 0.43559, 0.48931], [-0.84269, -2.69154, 1.79556], [-0.82098, -2.61030, 4.25903], [-2.28474, -1.04233, 5.47199], [-4.06241, 0.66955, 5.43547], [2.42718, -4.36666, -1.42956], [3.02135, -3.32551, -0.46424], [2.69435, -3.81538, 0.95757], [4.55231, -3.29289, -0.64920], [2.34302, -1.57201, -0.73217], [0.07010, -2.01879, -1.03631], [2.45663, -0.44690, 0.78658], [2.11713, 1.00003, 0.42544], [1.46875, -0.86272, 1.88923], [3.89617, -0.49109, 1.33677], [2.80987, -0.75853, -2.38257], [4.23399, -0.18095, -2.27001], [2.78706, -1.79275, -3.52119], [1.83764, 0.37026, -2.77687], [2.92898, -5.32556, -1.24683], [2.56822, -4.11558, -2.48070], [1.35826, -4.51399, -1.25900], [3.03720, -4.85310, 1.05499], [1.61674, -3.80436, 1.15410], [3.19305, -3.23129, 1.73229], [4.96270, -4.27018, -0.36567], [5.04099, -2.53655, -0.02546], [4.83519, -3.10821, -1.69040], [1.10621, 1.08614, 0.02094], [2.82517, 1.43715, -0.28161], [2.15536, 1.59957, 1.34273], [0.43120, -0.75501, 1.56932], [1.61388, -0.20022, 2.75261], [1.61107, -1.88702, 2.23347], [4.64100, -0.19918, 0.58726], [4.17170, -1.47600, 1.72016], [3.97160, 0.21831, 2.16934], [4.97963, -0.94980, -2.04275], [4.31051, 0.59832, -1.50615], [4.50821, 0.27186, -3.23095], [3.54913, -2.56510, -3.39271], [3.00022, -1.27686, -4.46539], [1.81003, -2.27697, -3.62013], [1.89810, 1.23172, -2.11450], [0.79811, 0.03311, -2.80405], [2.09974, 0.71247, -3.78608], [-0.34307, 3.90030, -0.53854], [-1.71464, 3.29858, -0.28653], [-2.38552, 4.01984, 0.86612], [-1.52525, 1.91246, 0.12535], [-1.96862, 1.08865, -0.87806], [-2.46033, 1.77130, -1.95384], [-2.58642, 3.17275, -1.59086], [-4.06936, 3.42465, -1.35827], [-2.09290, 4.00183, -2.75967], [0.24806, 3.81011, 0.37277], [-0.41784, 4.95815, -0.80236], [0.18001, 3.37457, -1.33994], [-1.69908, 4.04663, 1.71484], [-3.28965, 3.50141, 1.18552], [-2.63536, 5.04781, 0.59135], [-4.46094, 2.75902, -0.58282], [-4.60955, 3.21911, -2.28414], [-4.25730, 4.46067, -1.06401], [-1.10372, 3.67974, -3.08390], [-2.05293, 5.06163, -2.49637], [-2.77992, 3.88315, -3.59897], [-4.54415, -1.68763, -2.15172], [-3.52717, -2.19581, -1.45317], [-3.47574, -3.53156, -1.42914]]}

{"formula": "C4H17N2O2", "method": "ωB97M-V/def2-TZVPD", "gap_ev": [12.23, 6.27], "charge": 2, "spin_multiplicity": 2, "lumo_energy_ev": [-6.87, -12.82], "de_lowest_kj_mol": 204.7, "e_homo_ev": [-19.09, -19.09], "fmax_ha_per_bohr": 0.1136, "species": ["C", "C", "C", "C", "N", "N", "H", "H", "H", "H", "H", "H", "H", "H", "H", "H", "H", "H", "H", "H", "H", "O", "H", "H", "O"], "positions_angstrom": [[2.08730, -0.95573, -0.63140], [0.66263, -0.64362, -0.07065], [0.79343, 0.36601, 1.02365], [-0.61838, 0.57599, 1.84479], [-1.64500, 0.92208, 0.69833], [-0.28816, 0.00347, -1.00599], [2.39029, -0.20726, -1.37370], [2.88147, -1.18224, 0.06005], [1.88204, -1.78162, -1.22398], [0.12370, -1.59188, 0.37451], [1.40576, -0.09692, 1.80742], [1.03609, 1.31011, 0.45273], [-0.46420, 1.40657, 2.52030], [-0.89211, -0.41893, 2.23727], [-2.56841, 1.32150, 1.10030], [-1.22861, 1.56106, -0.03575], [-1.90257, 0.06188, 0.24843], [0.13415, 0.79090, -1.52109], [-0.51954, -0.63868, -1.78175], [-2.52950, -2.34192, 0.08149], [-2.48094, -2.73891, 1.54263], [-2.72421, -2.11316, 0.92496], [1.42398, 1.80618, -3.17686], [1.73035, 2.70957, -1.87664], [1.31045, 1.87554, -2.21906]]}

{"formula": "C14H19N3O4", "method": "ωB97M-V/def2-TZVPD", "gap_ev": 9.37, "charge": 0, "smiles": "NC(=O)CC[C@H](NC(=O)[C@@H](N)Cc1ccccc1)C(=O)O", "lumo_energy_ev": 0.60, "de_lowest_kj_mol": 465.7, "e_homo_ev": -8.77, "fmax_ha_per_bohr": 0.1262, "species": ["N", "C", "O", "C", "C", "C", "N", "C", "O", "C", "N", "C", "C", "C", "C", "C", "C", "C", "C", "O", "O", "H", "H", "H", "H", "H", "H", "H", "H", "H", "H", "H", "H", "H", "H", "H", "H", "H", "H", "H"], "positions_angstrom": [[0.35430, 5.36468, -1.03693], [-0.38296, 4.18733, -1.19714], [-0.70799, 3.75430, -2.31140], [-0.79952, 3.66096, 0.19590], [-0.46660, 2.26656, 0.60603], [-1.01517, 1.14769, -0.22994], [-1.72357, 0.07360, 0.31531], [-1.30001, -0.78764, 1.31216], [-2.04577, -1.56891, 1.89600], [0.20996, -0.76759, 1.71321], [0.16398, -0.16302, 3.02563], [0.64248, -2.31935, 1.77937], [0.80125, -2.96639, 0.40579], [2.00074, -2.58999, -0.28842], [2.02071, -3.12667, -1.54683], [0.85565, -3.69085, -2.25263], [-0.42793, -3.57076, -1.65956], [-0.36132, -3.30061, -0.19372], [0.17554, 0.53256, -1.31207], [0.79317, 1.19365, -2.15499], [0.09278, -0.75034, -1.14547], [0.44923, 5.90745, -0.28264], [0.59765, 5.66680, -1.96151], [-1.89303, 3.95560, 0.26481], [-0.35146, 4.24363, 1.04854], [0.61616, 2.29451, 0.39587], [-0.66704, 2.04288, 1.64870], [-1.63571, 1.61635, -0.95172], [-2.62236, 0.50610, 0.43714], [0.69997, -0.29503, 0.85052], [1.00132, 0.30342, 3.27619], [-0.47271, -0.58243, 3.74404], [1.66173, -2.37017, 2.36712], [-0.06468, -2.95112, 2.35868], [2.65806, -1.89927, 0.23167], [2.78402, -2.83512, -2.28149], [0.81282, -3.77561, -3.38798], [-1.38298, -3.55009, -2.15526], [-1.24607, -3.52561, 0.41636], [0.17536, -1.33150, -1.93939]]}

{"formula": "C5H13NO2", "method": "ωB97M-V/def2-TZVPD", "gap_ev": 9.98, "charge": 0, "smiles": "CN=C(O)O.CCC", "lumo_energy_ev": 0.52, "de_lowest_kj_mol": 225.5, "e_homo_ev": -9.46, "fmax_ha_per_bohr": 0.0715, "species": ["C", "N", "C", "O", "O", "H", "H", "H", "H", "H", "C", "C", "C", "H", "H", "H", "H", "H", "H", "H", "H"], "positions_angstrom": [[-0.74320, -0.54223, 2.18462], [-0.90852, 0.62133, 1.33906], [-1.55801, 0.53203, 0.23693], [-2.11776, 1.65983, -0.25688], [-2.16285, -0.59488, -0.27492], [-1.69961, -0.90818, 2.57098], [-0.12481, -0.24394, 3.02938], [-0.24678, -1.36646, 1.66147], [-2.51620, 1.45127, -1.11322], [-2.36736, -1.23679, 0.41643], [1.21126, -0.99176, -1.65471], [1.07205, 0.46528, -1.23135], [1.70838, 0.80350, 0.07951], [0.61874, -1.19942, -2.54225], [0.85621, -1.65419, -0.86472], [2.25571, -1.23663, -1.85854], [1.40086, 1.12795, -2.03121], [-0.06928, 0.63352, -1.03633], [2.43277, 0.06147, 0.41054], [2.14640, 1.79843, 0.09246], [0.81202, 0.81986, 0.84273]]}